#P
Formula: N2O3S
Source: OMol25
Level of theory: ωB97M-V/def2-TZVPD

frontier orbital gap (alpha / beta)	0.2776 / 0.2788	Eh
E_HOMO (alpha / beta)	-0.37166 / -0.37206	hartree
SMILES	O=NS(=O)#[N+][O-]
molar mass	108.08	g mol⁻¹

The geometry in XYZ format:
```
6
Properties=species:S:1:pos:R:3:mulliken_charge:R:1
O -1.42 1.04 0.10 -0.232
N -0.28 1.20 -0.24 0.226
S 0.81 0.07 0.47 0.476
O 2.35 0.02 -0.27 -0.486
N -0.15 -1.18 -0.16 0.259
O -1.32 -1.14 0.10 -0.243
```

=====

#Q
Formula: N2O3S
Source: OMol25
Level of theory: ωB97M-V/def2-TZVPD

frontier orbital gap	0.3820	Eh
E_HOMO	-0.43928	hartree
molar mass	108.08	g mol⁻¹

The geometry in XYZ format:
```
6
Properties=species:S:1:pos:R:3:mulliken_charge:R:1
N -1.04 -1.59 1.23 -0.054
N -0.54 -1.10 0.26 0.189
O 1.53 0.10 -1.12 -0.458
O 0.51 0.87 1.04 -0.434
O -0.81 1.07 -1.04 -0.422
S 0.35 0.65 -0.37 1.179
```

=====

Which of them is most stable? Easy: #Q.

=====

#P
Formula: C22H26BrN5OPd
Source: OMol25
Level of theory: ωB97M-V/def2-TZVPD

frontier orbital gap (alpha / beta)	0.1195 / 0.1196	Eh
E_HOMO (alpha / beta)	-0.16639 / -0.16648	hartree
molar mass	562.81	g mol⁻¹

The geometry in XYZ format:
```
56
Properties=species:S:1:pos:R:3:mulliken_charge:R:1
Pd 0.05 -0.67 -0.42 0.026
Br -4.45 2.82 4.39 -0.245
C -3.47 2.28 2.84 -0.115
C -2.92 3.26 2.00 -0.494
C -2.17 2.86 0.93 -0.408
C -1.91 1.49 0.60 0.540
O -1.09 1.21 -0.33 -0.901
C -2.59 0.52 1.43 0.414
C -2.43 -0.91 1.27 -0.497
N -2.01 -1.48 0.20 -0.496
C -1.90 -2.87 0.15 0.283
C -2.94 -3.69 0.54 -0.208
C -2.85 -5.09 0.43 -0.643
C -1.72 -5.68 -0.05 -0.915
C -0.63 -4.88 -0.46 1.301
C 0.57 -5.44 -0.96 -0.597
C 1.58 -4.63 -1.35 -0.701
C 1.41 -3.24 -1.26 -0.375
N 0.32 -2.67 -0.79 -0.332
C -0.71 -3.47 -0.38 -0.177
C -3.32 0.95 2.55 -0.798
H -3.08 4.31 2.21 0.402
H -1.72 3.60 0.27 0.524
H -2.62 -1.52 2.17 0.435
H -3.85 -3.23 0.90 0.493
H -3.69 -5.70 0.74 0.372
H -1.64 -6.76 -0.12 0.354
H 0.65 -6.52 -1.03 0.388
H 2.51 -5.03 -1.74 0.364
H 2.18 -2.56 -1.62 0.467
H -3.77 0.21 3.20 0.467
N 3.40 2.56 5.02 -0.117
C 2.58 1.80 3.98 -0.184
C 2.70 0.32 4.25 -1.041
C 1.92 -0.47 3.15 -0.287
N 2.57 -0.49 1.86 -0.364
C 0.49 0.07 3.05 -0.097
C 0.38 1.58 2.90 1.258
N 0.95 2.03 1.64 -0.487
C 1.15 2.28 4.03 -1.288
H 4.38 2.27 5.00 0.378
H 3.03 2.37 5.95 0.382
H 3.35 3.56 4.85 0.390
H 3.02 2.05 3.01 0.223
H 2.27 0.09 5.23 0.405
H 3.74 -0.01 4.25 0.459
H 1.87 -1.50 3.50 0.392
H 3.47 -0.94 1.83 0.267
H 2.53 0.36 1.33 0.235
H -0.06 -0.23 3.95 0.580
H 0.00 -0.39 2.19 -0.647
H -0.67 1.85 3.01 -0.810
H 0.57 2.95 1.43 0.402
H 0.58 1.45 0.87 0.099
H 0.70 2.04 5.00 0.402
H 1.10 3.37 3.89 0.521
```

=====

#Q
Formula: C22H26BrN5OPd
Source: OMol25
Level of theory: ωB97M-V/def2-TZVPD

frontier orbital gap	0.1273	Eh
E_HOMO	-0.17487	hartree
molar mass	562.81	g mol⁻¹

The geometry in XYZ format:
```
56
Properties=species:S:1:pos:R:3:mulliken_charge:R:1
Pd 0.82 1.36 -1.45 -0.098
Br 3.50 -3.57 3.32 -0.249
C 3.33 -2.33 1.88 -0.113
C 3.83 -2.66 0.61 -0.460
C 3.65 -1.78 -0.43 -0.498
C 2.98 -0.52 -0.29 0.631
O 2.74 0.18 -1.32 -0.906
C 2.57 -0.17 1.05 0.555
C 1.84 1.03 1.38 -0.614
N 1.72 2.08 0.65 -0.478
C 0.96 3.14 1.12 0.005
C 1.07 3.63 2.41 -0.237
C 0.27 4.70 2.85 -0.638
C -0.65 5.28 2.03 -0.908
C -0.79 4.83 0.70 1.431
C -1.73 5.38 -0.20 -0.686
C -1.79 4.92 -1.48 -0.580
C -0.90 3.91 -1.88 -0.403
N -0.03 3.35 -1.08 -0.542
C 0.03 3.77 0.22 0.263
C 2.73 -1.11 2.09 -0.789
H 4.34 -3.60 0.46 0.405
H 4.02 -2.02 -1.42 0.493
H 1.30 0.99 2.34 0.440
H 1.80 3.19 3.07 0.508
H 0.39 5.05 3.87 0.369
H -1.28 6.09 2.39 0.357
H -2.38 6.18 0.15 0.381
H -2.49 5.34 -2.19 0.376
H -0.88 3.58 -2.91 0.475
H 2.36 -0.87 3.08 0.461
N -2.70 -4.57 -1.40 -0.117
C -1.90 -3.28 -1.23 -0.162
C -2.74 -2.27 -0.49 -1.049
C -1.96 -0.94 -0.34 -0.402
N -1.87 -0.14 -1.54 -0.359
C -0.58 -1.22 0.26 0.217
C 0.22 -2.31 -0.44 1.155
N 0.55 -1.94 -1.82 -0.447
C -0.61 -3.60 -0.50 -1.311
H -3.57 -4.40 -1.90 0.376
H -2.93 -4.95 -0.48 0.381
H -2.15 -5.27 -1.90 0.392
H -1.66 -2.94 -2.23 0.245
H -2.99 -2.66 0.51 0.413
H -3.68 -2.08 -1.02 0.457
H -2.53 -0.35 0.39 0.447
H -2.76 0.18 -1.89 0.283
H -1.28 -0.52 -2.27 0.229
H -0.70 -1.51 1.31 0.624
H -0.01 -0.29 0.24 -0.939
H 1.11 -2.51 0.16 -0.747
H 1.36 -2.48 -2.12 0.399
H 0.89 -0.97 -1.83 0.044
H -0.82 -3.96 0.52 0.401
H -0.04 -4.38 -1.03 0.518
```

=====

Which of them is most stable? Easy: #P.

=====

#P
Formula: CHO3PS2
Source: OMol25
Level of theory: ωB97M-V/def2-TZVPD

total charge	-2
frontier orbital gap	0.2362	Eh
E_HOMO	-0.02398	hartree
molar mass	156.12	g mol⁻¹

The geometry in XYZ format:
```
8
Properties=species:S:1:pos:R:3:mulliken_charge:R:1
C -0.53 -1.11 -0.23 0.310
O -0.72 0.95 1.64 -0.606
O 0.30 -2.00 -0.48 -0.600
O 2.28 0.85 0.22 -0.938
P -0.26 0.70 0.24 0.623
S -2.16 -1.29 -0.30 -0.525
S -0.77 2.00 -1.12 -0.555
H 1.88 -0.12 0.04 0.291
```

=====

#Q
Formula: CHO3PS2
Source: OMol25
Level of theory: ωB97M-V/def2-TZVPD

total charge	-2
frontier orbital gap	0.2115	Eh
E_HOMO	0.00641	hartree
SMILES	O=[P@@]([O-])(O)C(=S)[S-]
molar mass	156.12	g mol⁻¹

The geometry in XYZ format:
```
8
Properties=species:S:1:pos:R:3:mulliken_charge:R:1
O -1.42 2.55 -0.31 -0.768
P -1.08 1.17 0.23 0.731
O -2.17 0.29 0.82 -0.719
O -0.28 0.25 -0.87 -0.464
C 0.15 1.13 1.57 0.071
S 0.22 2.31 2.70 -0.487
S 1.12 -0.25 1.66 -0.616
H -0.10 -0.43 -0.24 0.252
```

=====

Which of them is most stable? Easy: #Q.

=====

#P
Formula: C4H11IN2
Source: OMol25
Level of theory: ωB97M-V/def2-TZVPD

frontier orbital gap	0.2918	Eh
E_HOMO	-0.28943	hartree
molar mass	214.05	g mol⁻¹

The geometry in XYZ format:
```
18
Properties=species:S:1:pos:R:3:mulliken_charge:R:1
C -1.97 -1.12 -0.49 -0.935
C 0.34 -0.41 -1.64 -1.435
C 2.03 0.52 1.60 -0.781
C -0.97 -0.09 -0.87 0.566
N 0.82 1.09 0.99 0.062
N -0.29 0.37 1.01 -0.660
I -1.82 1.46 2.12 -0.094
H -3.03 -0.78 -0.73 0.231
H -1.80 -2.18 -0.97 0.286
H -1.78 -1.23 0.67 0.268
H 1.00 0.38 -1.66 0.424
H 0.15 -0.40 -2.73 0.400
H 0.76 -1.35 -1.47 0.357
H 1.77 -0.51 1.68 0.322
H 2.82 0.70 0.84 0.265
H 2.42 0.94 2.62 0.207
H -1.43 0.86 -1.22 0.289
H 0.97 1.74 0.23 0.228
```

=====

#Q
Formula: C4H11IN2
Source: OMol25
Level of theory: ωB97M-V/def2-TZVPD

frontier orbital gap (alpha / beta)	0.3000 / 0.3000	Eh
E_HOMO (alpha / beta)	-0.32361 / -0.32360	hartree
SMILES	C=CC.CNNI
molar mass	214.05	g mol⁻¹

The geometry in XYZ format:
```
18
Properties=species:S:1:pos:R:3:mulliken_charge:R:1
C -0.25 2.72 1.92 -0.891
C 0.15 1.95 0.93 0.069
C 1.56 1.82 0.40 -0.990
H -1.26 2.84 2.09 0.326
H 0.52 3.31 2.32 0.242
H -0.54 1.43 0.41 0.347
H 1.51 1.79 -0.72 0.265
H 1.95 1.05 1.04 0.254
H 2.03 2.72 0.80 0.367
C -1.11 -2.92 -1.56 -0.858
N -0.61 -1.64 -1.19 0.035
N -0.46 -1.45 0.16 -0.565
I -2.40 -1.66 1.47 -0.087
H -1.86 -3.42 -0.80 0.236
H -1.57 -2.83 -2.48 0.369
H -0.14 -3.48 -1.64 0.281
H -0.99 -0.93 -1.77 0.277
H 0.02 -2.25 0.51 0.322
```

=====

Which of them is most stable? Easy: #Q.

=====

#P
Formula: C5H9N4
Source: OMol25
Level of theory: ωB97M-V/def2-TZVPD

total charge	+1
frontier orbital gap	0.3153	Eh
E_HOMO	-0.43865	hartree
SMILES	CC#[N+]/C=C\N=C(N)N
molar mass	125.15	g mol⁻¹

The geometry in XYZ format:
```
18
Properties=species:S:1:pos:R:3:mulliken_charge:R:1
C 0.71 2.12 2.35 -1.056
C 0.90 0.82 1.85 0.560
N 1.25 -0.21 1.47 0.099
C 1.55 -1.40 0.91 -0.586
C 1.09 -1.54 -0.35 0.067
N 0.19 -0.59 -0.75 -0.477
C -0.55 -0.71 -1.87 0.584
N -0.64 -1.75 -2.65 -0.379
N -1.17 0.40 -2.26 -0.425
H 1.19 2.14 3.34 0.323
H -0.39 2.30 2.30 0.295
H 1.23 2.82 1.86 0.355
H 2.21 -2.10 1.45 0.377
H 1.43 -2.37 -1.00 0.331
H -0.47 -2.67 -2.24 0.237
H -1.12 -1.59 -3.55 0.219
H -0.67 1.34 -2.34 0.259
H -1.80 0.24 -3.04 0.217
```

=====

#Q
Formula: C5H9N4
Source: OMol25
Level of theory: ωB97M-V/def2-TZVPD

total charge	+1
frontier orbital gap	0.3070	Eh
E_HOMO	-0.46372	hartree
SMILES	CC(=[NH2+])n1nccc1N
molar mass	125.15	g mol⁻¹

The geometry in XYZ format:
```
18
Properties=species:S:1:pos:R:3:mulliken_charge:R:1
C 0.51 0.41 -2.17 -1.271
C 0.91 -0.24 -0.93 0.739
N 2.03 -0.92 -0.87 -0.240
N 0.12 -0.28 0.19 0.557
N 0.77 -0.97 1.19 -0.936
C 0.07 -0.86 2.28 -0.358
C -1.08 -0.10 2.11 -0.628
C -1.07 0.21 0.72 0.618
N -2.03 1.02 0.19 -0.360
H -0.62 0.54 -2.38 0.217
H 1.03 0.16 -3.13 0.411
H 0.94 1.41 -1.95 0.373
H 2.06 -1.28 0.13 0.417
H 2.40 -0.88 -1.84 0.277
H 0.36 -1.19 3.22 0.509
H -1.81 0.16 2.91 0.334
H -2.25 1.31 -0.67 0.137
H -2.34 1.50 0.99 0.204
```

=====

Which of them is most stable? Easy: #P.

=====

#P
Formula: C10H21N3O4
Source: OMol25
Level of theory: ωB97M-V/def2-TZVPD

frontier orbital gap	0.3642	Eh
E_HOMO	-0.35318	hartree
SMILES	C[C@@H](O)[C@H](N)C(=O)N[C@@H](CCCCN)C(=O)O
molar mass	247.29	g mol⁻¹

The geometry in XYZ format:
```
38
Properties=species:S:1:pos:R:3:mulliken_charge:R:1
C -2.74 -3.03 0.19 -1.423
C -1.41 -3.15 0.96 0.116
O -0.55 -4.08 0.38 -0.577
C -0.68 -1.74 0.82 -0.296
N 0.71 -1.87 1.25 -0.652
C -1.32 -0.80 1.84 0.323
O -2.03 -1.17 2.79 -0.648
N -0.99 0.56 1.72 -0.062
C 0.09 1.06 0.96 0.255
C -0.40 2.37 0.05 -1.250
C 0.76 3.16 -0.70 -0.737
C 1.65 2.27 -1.64 -0.435
C 1.17 2.09 -3.03 -0.440
N 2.01 1.09 -3.73 -0.652
C 1.20 1.35 2.01 0.560
O 1.75 2.41 2.38 -0.630
O 1.77 0.23 2.39 -0.533
H -3.46 -2.29 0.54 0.346
H -2.38 -2.88 -0.84 0.367
H -3.20 -4.00 0.21 0.405
H -1.61 -3.48 2.07 0.326
H -0.88 -4.96 0.16 0.353
H -0.77 -1.39 -0.17 0.502
H 0.69 -2.29 2.19 0.330
H 1.00 -2.63 0.63 0.267
H -1.10 0.92 2.72 0.341
H 0.34 0.25 0.28 0.283
H -1.00 2.98 0.73 0.426
H -1.23 1.90 -0.63 0.275
H 1.47 3.38 0.09 0.316
H 0.51 4.13 -1.07 0.490
H 1.74 1.26 -1.18 -0.009
H 2.72 2.54 -1.60 0.422
H 0.08 1.81 -3.03 0.222
H 1.18 3.10 -3.47 0.370
H 1.79 1.27 -4.73 0.260
H 1.62 0.16 -3.47 0.244
H 1.50 -0.57 1.93 0.542
```

=====

#Q
Formula: C10H21N3O4
Source: OMol25
Level of theory: ωB97M-V/def2-TZVPD

frontier orbital gap	0.3007	Eh
E_HOMO	-0.32121	hartree
molar mass	247.29	g mol⁻¹

The geometry in XYZ format:
```
38
Properties=species:S:1:pos:R:3:mulliken_charge:R:1
C 0.77 -1.11 0.26 0.242
C -0.39 -0.17 0.21 0.000
C 2.21 -0.55 -0.15 -0.725
C 3.40 -1.43 0.11 -0.389
C 4.66 -0.96 -0.54 -0.516
C 5.02 0.50 -0.49 -0.548
C -2.71 0.22 -0.58 -0.173
C -2.31 1.66 -0.59 0.288
C -3.56 -0.01 0.57 0.308
C -4.97 0.30 0.22 -0.935
H 0.68 -2.59 -1.31 0.263
H 0.38 -3.40 0.23 0.255
H 0.84 -1.33 1.31 0.254
H 2.24 0.56 0.29 0.357
H 2.00 -0.22 -1.23 0.322
H 3.61 -1.27 1.18 0.157
H 3.30 -2.48 -0.16 0.263
H 5.60 -1.45 0.00 0.211
H 4.50 -1.22 -1.52 0.379
H 5.96 0.67 -1.11 0.322
H 4.15 1.11 -0.92 0.285
H 6.07 0.46 1.36 0.246
H 4.69 0.91 1.50 0.265
H -1.48 -1.45 -0.78 0.346
H -3.44 -0.13 -1.47 0.585
H -3.37 0.90 1.39 0.234
H -4.89 -1.74 0.94 0.335
H -5.17 1.52 0.89 0.236
H -5.76 -0.48 0.75 0.344
H -5.29 0.41 -1.05 0.196
H -0.90 2.96 -0.90 0.371
N 0.85 -2.39 -0.26 -0.635
N 5.46 1.15 0.91 -0.680
N -1.45 -0.55 -0.54 -0.201
O -0.24 0.81 0.83 -0.560
O -2.93 2.44 0.03 -0.515
O -3.37 -1.47 1.01 -0.689
O -1.02 1.98 -1.15 -0.499
```

=====

Which of them is most stable? Easy: #P.